Entry 1:
The following is a quantum chemistry calculation of 4 unconnected molecules or ions with the total composition H8O4 in a non-equilibrium geometry, from the OMol25 dataset.

Geometry as XYZ:
```
12
H8O4 (ωB97M-V/def2-TZVPD)
O 1.158 -2.166 1.750
H 0.418 -1.665 2.105
H 1.112 -1.989 0.779
O 0.141 -2.218 -0.754
H -0.491 -2.299 -0.044
H 0.347 -1.283 -0.736
O -1.268 2.679 -0.521
H -1.829 2.627 -1.219
H -1.540 3.378 0.129
O 0.682 0.631 -0.323
H -0.099 1.051 -0.694
H 1.369 1.254 -0.472
```

E_HOMO	-10.634	eV
energy relative to the best compared isomer or geometry (same formula, charge and spin)	106.05	kJ/mol
E_tot	-8319.57689	eV
SMILES	O.O.O.O
multiplicity	1
HOMO-LUMO gap	0.4003	Ha

Entry 2:
The following is a quantum chemistry calculation of a molecular structure, C17H42FNO9Y in a non-equilibrium geometry, from the OMol25 dataset.

Geometry as XYZ:
```
71
C17H42FNO9Y (ωB97M-V/def2-TZVPD)
Y -28.801 6.861 -4.182
C -30.628 3.552 2.003
C -31.816 3.500 1.052
C -32.974 2.635 1.726
C -33.795 3.406 2.725
C -34.477 4.673 2.076
C -33.453 5.600 1.262
N -32.431 4.819 0.523
O -31.504 5.718 -0.174
C -32.836 6.600 2.320
C -34.394 6.274 0.286
C -31.463 2.688 -0.219
H -30.887 3.946 2.985
H -29.981 4.301 1.546
H -30.077 2.620 2.124
H -32.421 1.873 2.274
H -33.629 2.100 1.038
H -33.139 3.655 3.559
H -34.567 2.777 3.169
H -34.919 5.316 2.837
H -35.248 4.282 1.413
H -33.659 7.225 2.666
H -32.036 7.220 1.915
H -32.567 6.040 3.216
H -33.769 7.072 -0.116
H -35.224 6.673 0.869
H -34.600 5.723 -0.631
H -30.511 2.988 -0.656
H -32.179 2.660 -1.041
H -31.320 1.676 0.161
F -27.447 3.855 -5.474
C -29.390 -3.204 -5.618
C -28.621 -1.911 -5.525
O -29.223 -0.786 -6.112
O -30.306 -3.471 -4.573
H -28.576 -3.918 -5.496
H -29.863 -3.339 -6.591
H -27.601 -2.015 -5.897
H -28.334 -1.749 -4.486
H -28.655 -0.072 -5.812
H -29.967 -3.556 -3.678
C -23.738 0.891 -9.010
C -24.840 1.821 -9.339
O -24.748 3.096 -8.801
O -22.507 1.562 -8.911
H -23.695 0.194 -9.847
H -24.062 0.487 -8.051
H -25.775 1.309 -9.112
H -24.713 2.038 -10.399
H -25.309 3.039 -8.024
H -22.455 2.061 -8.092
C -31.288 5.228 -8.326
C -32.246 4.705 -7.270
O -31.716 4.832 -5.916
O -30.590 6.377 -7.801
H -31.611 5.452 -9.343
H -30.559 4.434 -8.486
H -32.478 3.687 -7.582
H -33.227 5.176 -7.193
H -32.289 4.507 -5.217
H -29.893 6.682 -8.386
C -24.762 6.724 -0.397
C -23.771 7.847 -0.014
O -24.196 9.168 -0.505
O -25.027 6.579 -1.764
H -25.728 6.912 0.072
H -24.428 5.787 0.050
H -22.851 7.747 -0.589
H -23.501 7.883 1.042
H -23.396 9.623 -0.777
H -24.215 6.228 -2.137
```

E_HOMO	-10.025	eV
charge	+1
E_tot	-41967.33583	eV
multiplicity	1
HOMO-LUMO gap	0.0973	Ha

Entry 3:
The following is a quantum chemistry calculation of 10 unconnected molecules or ions with the total composition C26H38F5NO32S4 in a non-equilibrium geometry, from the OMol25 dataset.

Geometry as XYZ:
```
106
C26H38F5NO32S4 (ωB97M-V/def2-TZVPD)
C -2.346 -1.442 -6.158
C -0.907 -1.370 -6.679
O -0.385 -0.236 -6.809
N -0.369 -2.491 -7.068
C 0.969 -2.489 -7.754
H -2.590 -2.401 -5.702
H -3.015 -1.122 -6.957
H -2.465 -0.707 -5.363
H -0.890 -3.342 -6.913
H 1.530 -1.624 -7.401
H 0.757 -2.409 -8.820
H 1.437 -3.468 -7.643
C 6.049 4.524 -3.768
C 5.637 4.586 -2.328
O 4.326 4.023 -2.359
C 3.901 3.897 -3.620
O 2.792 3.477 -4.086
O 4.810 4.405 -4.486
F 5.431 5.870 -1.969
H 6.610 3.593 -3.845
H 6.548 5.391 -4.200
H 6.346 4.180 -1.607
C -7.352 -2.630 4.091
C -8.586 -3.535 4.137
O -7.914 -4.741 3.856
C -6.837 -4.685 4.701
O -6.246 -5.633 5.153
O -6.568 -3.429 5.030
F -9.421 -3.293 3.129
H -7.608 -1.633 4.449
H -6.950 -2.568 3.080
H -9.125 -3.493 5.083
C 2.820 -3.053 7.319
C 1.809 -3.809 6.521
O 1.636 -2.876 5.489
C 2.818 -2.213 5.316
O 3.081 -1.457 4.442
O 3.570 -2.402 6.305
F 0.677 -3.999 7.125
H 3.456 -3.446 8.112
H 2.325 -2.267 7.890
H 2.121 -4.802 6.196
C 1.385 6.811 2.145
C 1.205 5.998 0.897
O 1.344 6.992 -0.105
C 1.049 8.203 0.376
O 1.011 9.184 -0.334
O 0.965 8.100 1.719
F -0.065 5.503 1.013
H 2.463 6.709 2.269
H 0.826 6.308 2.934
H 1.869 5.134 0.911
C -1.407 -5.806 0.622
C -1.461 -6.604 1.945
O -0.303 -6.207 2.517
C 0.636 -5.924 1.548
O 1.868 -5.743 1.693
O 0.025 -5.872 0.394
F -1.366 -7.956 1.717
H -1.723 -4.774 0.772
H -1.992 -6.372 -0.104
H -2.363 -6.356 2.503
C -3.604 5.290 -6.511
C -3.889 4.336 -5.391
O -5.305 4.126 -5.359
S -6.119 4.958 -6.542
O -7.309 5.542 -5.964
O -6.228 4.073 -7.702
O -4.817 6.006 -6.706
H -3.356 4.769 -7.436
H -2.818 6.021 -6.318
H -3.539 4.759 -4.450
H -3.322 3.414 -5.516
C 0.584 -1.349 -1.491
C 0.813 -0.289 -0.348
O -0.361 -0.229 0.341
S -1.697 -0.524 -0.656
O -1.946 0.625 -1.561
O -2.765 -1.060 0.167
O -0.725 -1.715 -1.453
H 1.203 -2.246 -1.516
H 0.719 -0.923 -2.485
H 0.858 0.718 -0.763
H 1.666 -0.654 0.224
C 6.745 -1.044 0.472
C 6.220 -2.465 0.357
O 5.861 -2.715 -0.968
S 6.072 -1.352 -1.985
O 4.899 -1.171 -2.865
O 7.401 -1.300 -2.602
O 6.100 -0.401 -0.601
H 7.812 -0.994 0.256
H 6.485 -0.567 1.417
H 5.403 -2.812 0.990
H 7.019 -3.193 0.495
C -2.032 0.221 5.486
C -1.378 0.261 6.861
O -0.181 0.980 6.681
S -0.365 2.094 5.487
O 0.856 2.479 4.792
O -1.306 3.171 5.867
O -1.169 0.937 4.637
H -2.976 0.765 5.432
H -2.255 -0.798 5.169
H -1.154 -0.770 7.132
H -1.952 0.813 7.606
```

E_HOMO	-9.263	eV
E_tot	-151507.76095	eV
SMILES	O=C1OC[C@@H](F)O1.O=C1OC[C@@H](F)O1.O=C1OC[C@@H](F)O1.O=C1OC[C@@H](F)O1.O=C1OC[C@@H](F)O1.O=S1(=O)OCCO1.O=S1(=O)OCCO1.O=S1(=O)OCCO1.O=S1(=O)OCCO1.CNC(C)=O
multiplicity	1
HOMO-LUMO gap	0.3325	Ha

Entry 4:
The following is a quantum chemistry calculation of a single C9H12N2O molecule in a non-equilibrium geometry, from the OMol25 dataset.

Geometry as XYZ:
```
24
C9H12N2O (ωB97M-V/def2-TZVPD)
C -2.242 0.060 1.393
C -0.915 0.914 1.308
C -0.360 0.951 -0.227
C 0.602 0.010 -0.827
C 1.293 -1.007 -0.062
C 2.244 -1.723 -0.731
C 2.742 -1.285 -1.941
C 2.380 -0.049 -2.424
C 1.257 0.613 -2.049
H -2.396 -1.860 2.589
H -3.077 -1.528 1.000
H -2.655 0.610 2.294
H -2.818 0.306 0.404
H -0.231 0.474 1.887
H -1.352 2.849 0.806
H -0.411 2.524 2.458
H 0.600 -1.617 0.673
H 2.780 -2.609 -0.218
H 3.317 -1.882 -2.774
H 2.665 0.248 -3.406
H 0.706 1.385 -2.498
N -1.987 -1.508 1.436
N -1.353 2.259 1.805
O -0.788 1.863 -0.893
```

E_HOMO	-9.192	eV
energy relative to the best compared isomer or geometry (same formula, charge and spin)	553.05	kJ/mol
E_tot	-14549.94743	eV
SMILES	NC[C@H](N)C(=O)c1ccccc1
multiplicity	1
HOMO-LUMO gap	0.3329	Ha

Entry 5:
The following is a quantum chemistry calculation of a molecular structure, C32H80As2F12Mg2NO19 in a non-equilibrium geometry, from the OMol25 dataset.

Geometry as XYZ:
```
148
C32H80As2F12Mg2NO19 (ωB97M-V/def2-TZVPD)
Mg 1.375 3.307 -0.122
Mg -1.474 -3.409 -0.812
N 0.263 4.507 -2.839
O 0.706 5.656 -2.985
O -0.620 4.052 -3.565
O 0.751 3.778 -1.900
As -3.439 -2.605 2.248
F -3.592 -4.103 3.123
F -4.838 -3.015 1.300
F -3.211 -1.190 1.245
F -1.952 -2.271 3.118
F -2.431 -3.408 0.956
F -4.344 -1.736 3.435
As -0.144 -0.059 -0.173
F 0.127 -0.059 -1.881
F 0.529 1.555 -0.045
F -0.504 0.046 1.548
F -0.906 -1.682 -0.308
F 1.399 -0.830 0.122
F -1.681 0.708 -0.464
C 0.483 -4.209 1.370
O 0.132 -3.951 0.021
C 1.143 -4.256 -0.969
C 0.911 -3.308 -2.135
O -0.492 -3.339 -2.439
C -0.761 -2.978 -3.799
H 0.569 -5.262 1.650
H -0.251 -3.820 2.076
H 1.411 -3.670 1.573
H 0.974 -5.294 -1.274
H 2.135 -4.243 -0.518
H 1.528 -3.669 -2.962
H 1.350 -2.342 -1.882
H -0.290 -3.683 -4.486
H -0.344 -1.995 -4.028
H -1.833 -2.909 -3.956
C 1.721 -1.334 4.104
O 2.635 -0.426 4.697
C 3.144 -0.911 5.917
C 2.318 -0.603 7.156
O 1.137 -1.369 7.234
C 0.251 -0.910 8.222
H 2.276 -2.221 3.773
H 1.224 -0.972 3.204
H 0.924 -1.608 4.796
H 4.159 -0.520 5.997
H 3.280 -2.001 5.887
H 2.020 0.445 7.015
H 2.948 -0.715 8.042
H 0.123 0.172 8.117
H 0.525 -1.179 9.247
H -0.740 -1.352 8.111
C -1.760 -6.351 -0.199
O -2.222 -5.200 -0.899
C -3.670 -5.124 -0.915
C -4.112 -3.875 -1.682
O -3.063 -2.923 -1.666
C -3.451 -1.592 -1.973
H -2.121 -7.237 -0.728
H -2.272 -6.429 0.766
H -0.693 -6.427 -0.020
H -4.112 -5.226 0.077
H -4.045 -6.018 -1.422
H -5.016 -3.465 -1.229
H -4.348 -4.119 -2.722
H -4.089 -1.098 -1.237
H -4.041 -1.565 -2.893
H -2.588 -0.957 -2.146
C 4.748 -1.739 -0.446
O 5.424 -0.936 -1.401
C 6.055 -1.803 -2.358
C 6.835 -0.900 -3.325
O 7.605 -1.745 -4.147
C 8.427 -1.115 -5.089
H 3.864 -2.225 -0.878
H 4.317 -1.065 0.294
H 5.415 -2.491 -0.023
H 5.231 -2.343 -2.830
H 6.755 -2.453 -1.831
H 7.468 -0.226 -2.741
H 6.168 -0.307 -3.957
H 7.947 -0.460 -5.821
H 9.035 -1.829 -5.644
H 9.182 -0.541 -4.533
C -1.500 4.232 0.454
O -0.200 3.825 0.919
C -0.154 3.402 2.296
C 1.298 3.279 2.785
O 2.049 2.734 1.690
C 3.270 2.192 2.166
H -2.281 3.551 0.788
H -1.447 4.381 -0.621
H -1.771 5.229 0.817
H -0.715 2.467 2.368
H -0.687 4.092 2.954
H 1.434 2.626 3.647
H 1.617 4.285 3.073
H 3.927 2.019 1.316
H 3.218 1.251 2.722
H 3.751 2.893 2.856
C -6.060 5.949 3.909
O -5.630 4.635 3.559
C -4.255 4.521 3.820
C -3.738 3.149 3.354
O -4.173 2.915 2.046
C -3.904 1.582 1.638
H -6.058 5.968 5.006
H -7.118 6.029 3.663
H -5.463 6.743 3.462
H -3.970 4.724 4.857
H -3.615 5.213 3.253
H -4.009 2.371 4.076
H -2.638 3.177 3.389
H -4.240 0.817 2.338
H -2.806 1.566 1.589
H -4.230 1.348 0.627
C -3.936 -3.730 -6.207
O -3.313 -2.461 -6.127
C -4.205 -1.372 -6.083
C -3.513 -0.057 -5.834
O -2.721 -0.087 -4.660
C -1.866 1.056 -4.562
H -3.224 -4.537 -6.335
H -4.712 -3.798 -6.976
H -4.491 -3.795 -5.261
H -4.929 -1.554 -5.275
H -4.707 -1.365 -7.056
H -4.227 0.763 -5.724
H -2.864 0.133 -6.697
H -2.413 1.993 -4.684
H -1.030 0.942 -5.252
H -1.514 1.102 -3.533
C 1.846 6.330 0.818
O 2.217 5.067 0.268
C 3.507 5.210 -0.327
C 3.865 3.994 -1.208
O 3.058 2.893 -0.828
C 3.434 1.673 -1.465
H 1.762 7.055 0.007
H 2.537 6.634 1.605
H 0.849 6.218 1.245
H 4.334 5.328 0.385
H 3.574 6.167 -0.850
H 4.917 3.730 -1.090
H 3.689 4.331 -2.232
H 3.468 1.741 -2.555
H 2.758 0.846 -1.269
H 4.445 1.358 -1.199
```

E_HOMO	-11.048	eV
energy relative to the best compared isomer or geometry (same formula, charge and spin)	0.00	kJ/mol
charge	+1
E_tot	-240047.24850	eV
multiplicity	1
HOMO-LUMO gap	0.3377	Ha

Entry 6:
The following is a quantum chemistry calculation of a molecular structure, C5H4N5O2 in a non-equilibrium geometry, from the OMol25 dataset.

Geometry as XYZ:
```
16
C5H4N5O2 (ωB97M-V/def2-TZVPD)
C -0.525 2.984 1.314
C -2.527 1.396 0.848
C -1.235 2.000 0.959
C -0.931 0.077 0.749
C 0.419 -0.735 -0.992
N -3.710 1.862 0.402
N -2.512 0.072 0.858
N -4.428 0.770 0.180
N -3.799 -0.335 0.390
N 0.425 3.716 1.685
O -0.098 -0.228 1.578
O -0.760 -0.030 -0.613
H 0.143 -1.828 -0.943
H 1.312 -0.554 -0.412
H 0.443 -0.392 -2.100
H 0.770 3.518 2.625
```

E_HOMO	-4.166	eV
energy relative to the best compared isomer or geometry (same formula, charge and spin)	243.11	kJ/mol
charge	-1
E_tot	-16791.48096	eV
multiplicity	1
HOMO-LUMO gap	0.2864	Ha